1.
{"formula": "C17H15F2N3O2", "method": "ωB97M-V with the def2-TZVPD basis set", "smiles": "C[C@H]1CC(=O)Nc2ccccc2N1C(=O)Nc1ccc(F)cc1F", "total_energy_ha": -1171.360191, "gap_ev": 9.04, "symbols": ["C", "H", "C", "N", "C", "O", "N", "C", "C", "C", "C", "C", "C", "F", "H", "F", "H", "H", "H", "C", "C", "C", "C", "C", "C", "N", "C", "O", "C", "H", "H", "H", "H", "H", "H", "H", "H", "H", "H"], "xyz": [[-2.0109, -2.1788, 2.0209], [-2.6146, -3.0576, 2.2283], [-2.1126, -1.8057, 0.5426], [-1.2731, -0.6441, 0.2550], [0.0671, -0.8812, 0.0938], [0.5619, -1.9786, 0.1821], [0.7953, 0.2556, -0.2493], [2.1851, 0.2300, -0.3601], [2.8357, 0.7892, -1.4562], [4.2139, 0.7683, -1.5584], [4.9496, 0.1684, -0.5530], [4.3459, -0.3777, 0.5653], [2.9690, -0.3265, 0.6542], [2.3854, -0.7753, 1.7775], [4.9296, -0.8190, 1.3563], [6.2923, 0.1336, -0.6500], [4.7171, 1.2004, -2.4080], [2.2467, 1.2448, -2.2379], [0.3143, 0.9809, -0.7604], [-1.7846, 0.6604, 0.4245], [-1.2668, 1.4999, 1.4059], [-1.7055, 2.8064, 1.5178], [-2.6655, 3.2907, 0.6439], [-3.2023, 2.4622, -0.3240], [-2.7836, 1.1400, -0.4341], [-3.3275, 0.3110, -1.4185], [-3.6878, -0.9978, -1.2674], [-4.1191, -1.6352, -2.1990], [-3.5615, -1.5265, 0.1459], [-3.9969, -0.7983, 0.8355], [-4.1258, -2.4567, 0.2075], [-3.5859, 0.7374, -2.2994], [-3.9526, 2.8330, -1.0067], [-3.0015, 4.3133, 0.7188], [-1.2949, 3.4468, 2.2827], [-0.5037, 1.1167, 2.0662], [-1.7131, -2.6275, -0.0617], [-2.3563, -1.3564, 2.6450], [-0.9756, -2.4007, 2.2658]], "forces_ev_per_a": [[0.06, -0.03, -0.29], [-0.09, -0.11, 0.09], [-0.05, -0.32, 0.27], [-0.22, -0.08, -0.11], [0.21, 0.39, -0.53], [0.12, -0.33, 0.15], [-0.22, 0.05, 0.01], [0.37, -0.22, 0.09], [-0.07, -0.19, 0.29], [0.28, -0.03, 0.10], [-0.27, 0.07, -0.01], [0.02, 0.02, -0.13], [0.04, 0.21, -0.18], [0.07, 0.08, -0.13], [0.05, -0.04, 0.09], [-0.04, -0.02, 0.02], [0.07, 0.03, -0.08], [-0.08, 0.00, -0.10], [0.01, -0.05, 0.17], [-0.16, 0.35, 0.01], [-0.24, 0.04, 0.04], [0.08, -0.01, 0.06], [0.01, -0.01, -0.09], [0.01, -0.04, 0.04], [0.25, 0.06, 0.29], [0.04, 0.50, -0.44], [-0.12, -0.17, 0.32], [-0.10, -0.22, -0.17], [0.15, -0.14, -0.13], [-0.03, -0.05, 0.03], [0.00, 0.10, -0.03], [0.04, -0.17, 0.07], [-0.12, 0.02, -0.04], [-0.04, 0.10, 0.00], [0.05, 0.06, 0.08], [0.07, -0.04, 0.05], [-0.12, 0.15, 0.07], [-0.08, 0.09, 0.07], [0.06, -0.04, 0.05]]}


2.
{"formula": "C3H8N2O2", "method": "ωB97M-V with the def2-TZVPD basis set", "smiles": "CNN=O.CC=O", "total_energy_ha": -378.932465, "gap_ev": 7.77, "symbols": ["C", "C", "N", "O", "O", "H", "H", "H", "C", "N", "H", "H", "H", "H", "H"], "xyz": [[-0.7417, 2.0537, -0.3507], [0.5939, 1.5176, 0.0965], [0.9985, -0.6049, -0.8950], [2.1633, -0.5568, -1.0679], [1.6534, 2.0292, -0.1467], [-1.2852, 2.4184, 0.5243], [-1.3626, 1.2650, -0.7739], [-0.6237, 2.8705, -1.0612], [-0.6889, -1.9809, 0.3980], [0.5272, -1.2148, 0.5182], [1.3041, -1.7108, 0.9567], [0.5100, 0.4295, 0.7246], [-0.5592, -2.8525, -0.2523], [-1.4518, -1.3413, -0.0468], [-1.0372, -2.3219, 1.3762]], "forces_ev_per_a": [[0.05, 0.35, -0.01], [-0.88, -1.54, 1.84], [0.89, -1.54, 0.74], [-1.92, -0.61, 0.83], [0.19, 0.44, -0.11], [0.06, 0.04, 0.08], [0.09, -0.12, -0.10], [-0.02, 0.00, -0.04], [-0.03, -0.24, -0.67], [1.57, -0.57, -1.22], [-0.01, 0.00, -0.35], [0.14, 3.70, -1.09], [-0.19, -0.08, 0.08], [-0.10, -0.04, 0.08], [0.14, 0.19, -0.07]]}


3.
{"formula": "C11H9B2CrN2O25S", "method": "ωB97M-V with the def2-TZVPD basis set", "total_charge": -3, "multiplicity": 5, "total_energy_ha": -3907.735126, "gap_ev": [4.32, 4.58], "symbols": ["Cr", "O", "C", "O", "B", "O", "C", "O", "O", "C", "O", "C", "O", "O", "O", "C", "O", "B", "O", "C", "O", "O", "C", "O", "C", "O", "O", "C", "O", "H", "H", "H", "S", "O", "O", "O", "O", "C", "N", "O", "O", "H", "H", "H", "C", "N", "O", "O", "H", "H", "H"], "xyz": [[-14.8867, 7.8104, -15.9153], [-21.8181, 3.8219, -12.3069], [-21.2806, 4.8357, -12.6748], [-20.4201, 4.9490, -13.6480], [-20.0742, 6.3442, -13.9102], [-20.9091, 7.1255, -12.9609], [-21.6046, 6.2866, -12.2186], [-22.3237, 6.5920, -11.3019], [-20.4205, 6.8355, -15.2546], [-19.3154, 7.0696, -15.9518], [-19.2337, 7.3970, -17.0921], [-18.1037, 6.9642, -14.9731], [-18.6026, 6.4976, -13.8384], [-16.9756, 7.2543, -15.2154], [-15.7835, 16.4434, -16.4776], [-16.0594, 15.3488, -16.0729], [-15.7902, 14.1964, -16.6668], [-16.5117, 13.1144, -15.9374], [-17.0941, 13.7649, -14.7426], [-16.8396, 15.0374, -14.7665], [-17.1378, 15.8680, -13.9454], [-17.4978, 12.4874, -16.8203], [-17.4072, 11.1631, -16.7284], [-18.0140, 10.3415, -17.3263], [-16.1954, 10.8419, -15.8131], [-15.6257, 11.9974, -15.5552], [-15.7525, 9.7853, -15.4568], [-13.2601, 5.3356, -16.1241], [-14.3434, 5.8379, -16.8205], [-13.6231, 4.5672, -15.4062], [-12.5258, 4.7555, -16.7250], [-12.6588, 6.0573, -15.5430], [-15.9693, 7.8196, -18.9514], [-14.8529, 7.1592, -19.6620], [-15.4007, 8.5126, -17.7524], [-16.7046, 8.7343, -19.8025], [-16.7192, 6.6249, -18.5891], [-12.4418, 10.4246, -18.1270], [-12.3233, 9.0813, -17.5316], [-11.5541, 8.2894, -18.0497], [-13.0233, 8.8483, -16.5628], [-12.3406, 10.3300, -19.2081], [-11.8275, 11.2025, -17.6916], [-13.4970, 10.7057, -18.0819], [-13.5954, 7.3484, -11.7488], [-14.6683, 7.5175, -12.7237], [-14.3150, 7.8297, -13.9456], [-15.8591, 7.2371, -12.3458], [-12.9528, 8.2358, -11.8001], [-12.9682, 6.5100, -12.0758], [-14.0531, 7.2532, -10.7725]], "forces_ev_per_a": [[-1.57, -1.83, -1.90], [0.26, 0.22, 0.28], [-0.85, 0.15, -0.46], [0.30, -0.69, -0.22], [0.35, 0.96, -1.08], [0.24, -0.55, 0.40], [0.27, 0.36, 0.82], [-0.17, -0.16, -0.20], [-0.27, -0.82, 0.30], [0.85, 0.86, -0.71], [-0.38, -0.15, 0.27], [-1.73, -0.44, -0.05], [0.29, 0.24, 0.52], [1.55, 0.05, -0.20], [0.17, 0.09, 0.03], [-0.03, -0.22, -0.18], [-0.25, 0.09, 0.50], [0.22, -0.67, -0.86], [-0.13, -0.55, 0.03], [0.14, 1.13, 0.04], [-0.02, -0.27, -0.07], [-0.26, 0.53, 0.44], [0.42, -1.05, -0.27], [-0.56, 0.15, 0.13], [0.11, 0.45, -0.39], [0.42, 0.60, 0.69], [0.06, -0.09, 0.19], [-0.16, -1.19, 0.71], [0.07, 2.77, 1.41], [0.21, 0.23, 0.25], [-0.26, 0.50, -0.46], [-0.14, 0.11, -0.14], [0.00, -5.71, -3.85], [1.98, 1.99, -0.79], [1.01, 1.35, 3.34], [0.01, 1.40, 0.44], [-2.01, 0.58, 1.90], [-1.70, 0.45, -1.39], [0.72, -0.88, -0.77], [-0.67, 0.78, 0.73], [0.08, -0.13, 0.66], [0.79, -0.21, 0.17], [0.30, -0.39, 0.30], [0.05, -0.09, 0.70], [0.18, 0.48, -1.37], [-0.98, -0.41, 1.65], [0.60, 0.27, -1.54], [0.59, 0.20, -0.58], [-0.06, 0.01, 0.15], [-0.08, -0.21, 0.42], [0.08, -0.26, 0.00]]}